(1)
The following is a DFT calculation (the ωB97M-V functional and the def2-TZVPD basis) of a gas-phase ion, C16H32N (charge +1) at a distorted geometry.

Energy relative to the best compared isomer or geometry (same formula, charge and spin) ... 2.9 kcal/mol
Net charge ... +1
SMILES string ... CC#CC[N+](C)(C)CCCCCCCCCC
2S+1 ... 1
HOMO ... -12.84 eV

Geometry (Å):
C1 5.2421 -1.2196 -3.0136
C2 3.8261 -1.1403 -3.2489
C3 2.6445 -1.0720 -3.4497
C4 1.2220 -0.9621 -3.7048
N1 0.4308 -1.9884 -2.9538
C5 0.7846 -3.3245 -3.4683
C6 -1.0042 -1.7521 -3.1802
C7 0.7519 -1.9488 -1.4936
C8 0.6043 -0.5933 -0.8100
C9 0.8434 -0.7547 0.6947
C10 0.8611 0.5853 1.4327
C11 -0.4407 1.3859 1.3586
C12 -1.6489 0.6427 1.9294
C13 -2.8872 1.5405 2.0711
C14 -3.1112 2.0765 3.4862
C15 -2.0198 3.0213 3.9835
C16 -2.3767 3.6151 5.3410
H1 5.7431 -0.4173 -3.5528
H2 5.4536 -1.1149 -1.9505
H3 5.6296 -2.1747 -3.3650
H4 1.0293 -1.0996 -4.7732
H5 0.8694 0.0312 -3.4164
H6 0.4953 -3.4134 -4.5143
H7 0.2742 -4.0971 -2.8965
H8 1.8607 -3.4739 -3.3904
H9 -1.5930 -2.5022 -2.6550
H10 -1.2920 -0.7665 -2.8215
H11 -1.2308 -1.8125 -4.2436
H12 0.1009 -2.6729 -0.9983
H13 1.7859 -2.2822 -1.3821
H14 1.3382 0.1143 -1.1978
H15 -0.3945 -0.1848 -0.9581
H16 1.8064 -1.2453 0.8512
H17 0.0725 -1.3966 1.1220
H18 1.0867 0.3859 2.4815
H19 1.6731 1.1977 1.0339
H20 -0.2928 2.3068 1.9218
H21 -0.6470 1.6768 0.3257
H22 -1.3892 0.2296 2.9054
H23 -1.8941 -0.1981 1.2759
H24 -2.8097 2.3797 1.3762
H25 -3.7756 0.9695 1.7919
H26 -3.1989 1.2350 4.1775
H27 -4.0643 2.6103 3.5005
H28 -1.0743 2.4828 4.0717
H29 -1.8846 3.8300 3.2611
H30 -1.5877 4.2777 5.6882
H31 -2.5121 2.8271 6.0785
H32 -3.3003 4.1857 5.2781

(2)
The following is a DFT calculation (the ωB97M-V functional and the def2-TZVPD basis) of a molecular structure, C16H32NNiOPSi at a distorted geometry.

Energy relative to the best compared isomer or geometry (same formula, charge and spin) ... 0.0 kcal/mol
2S+1 ... 3
HOMO (alpha / beta) ... -4.63 / -7.44 eV
<S²> ... 2.010

Geometry (Å):
C1 0.8213 3.1369 -3.8376
C2 -0.4672 2.9771 -3.3388
C3 -0.6913 2.0907 -2.2644
C4 0.3944 1.3992 -1.7391
C5 1.7026 1.6475 -2.1623
C6 1.9189 2.5165 -3.2364
C7 -2.0666 1.9613 -1.6608
C8 -2.7309 0.5816 -1.6391
N1 -1.8108 -0.5849 -1.4943
Ni1 0.0426 -0.1470 -0.6834
C9 2.8255 0.9158 -1.4806
P1 2.0909 -0.6800 -0.9503
H1 -1.3214 3.5042 -3.7828
H2 2.9355 2.6702 -3.6113
H3 0.9774 3.7650 -4.7118
H4 3.1668 1.3952 -0.5546
H5 3.6757 0.6856 -2.1288
H6 -2.0494 2.3084 -0.6166
H7 -2.7483 2.6197 -2.2072
H8 -3.4231 0.5343 -0.7878
C10 3.1591 -1.6396 0.1285
C11 2.1323 -1.6337 -2.5217
H9 -3.3146 0.4122 -2.5554
C12 -1.3163 -1.1198 -2.7848
C13 -2.4397 -1.6785 -0.7101
H10 1.3301 -0.0170 0.2565
H11 -2.1383 -1.5016 -3.4017
H12 -0.7962 -0.3260 -3.3233
H13 -0.6120 -1.9365 -2.5776
H14 -3.2204 -2.1920 -1.2925
H15 -1.6766 -2.4083 -0.4113
H16 -2.9065 -1.2633 0.1903
H17 3.2030 -1.7242 -2.7774
H18 1.6870 -2.6297 -2.3565
H19 1.6011 -1.0968 -3.3246
H20 4.0936 -1.8086 -0.4216
H21 3.3403 -1.0919 1.0625
H22 2.6535 -2.5942 0.3393
H23 -0.2871 -1.2696 1.8910
C14 0.4967 1.1034 4.5270
Si1 -0.4841 -0.3882 3.9352
C15 0.3263 -2.0055 4.4274
C16 -2.3246 -0.2263 4.2884
O1 -0.4116 -0.3728 2.2451
H24 0.4821 1.1733 5.6246
H25 0.0777 2.0361 4.1200
H26 1.5465 1.0352 4.2031
H27 0.2676 -2.1398 5.5165
H28 -0.1646 -2.8628 3.9389
H29 1.3879 -2.0085 4.1293
H30 -2.6926 0.7330 3.8890
H31 -2.8777 -1.0329 3.7815
H32 -2.5585 -0.2651 5.3618

(3)
The following is a DFT calculation (the ωB97M-V functional and the def2-TZVPD basis) of a molecular structure, C16H32O2P2Pt at a distorted geometry.

Energy relative to the best compared isomer or geometry (same formula, charge and spin) ... 192.4 kcal/mol
2S+1 ... 3
HOMO (alpha / beta) ... -3.72 / -5.20 eV
<S²> ... 2.017

Geometry (Å):
P1 0.5000 -3.1652 0.6068
P2 -0.0839 3.0427 1.7874
C1 1.0967 0.9404 0.2202
C2 1.1861 2.3889 0.6241
H1 0.0033 0.8069 -0.1136
H2 1.8287 0.7034 -0.5820
H3 2.1905 2.6067 0.9911
H4 1.1124 2.9801 -0.2914
C3 -1.7099 3.5403 1.2245
H5 -1.9252 4.5751 1.5253
H6 -2.4646 2.8710 1.6956
H7 -1.8364 3.4391 0.1349
C4 0.9605 4.0755 2.8316
H8 0.7499 5.1240 2.5215
H9 2.0045 3.8191 2.5730
H10 0.7551 3.8848 3.9108
C5 -0.9954 -4.1874 0.2761
H11 -0.8451 -4.8525 1.1380
H12 -1.1100 -4.7641 -0.6793
H13 -1.8769 -3.5485 0.4319
C6 2.2875 -3.6838 0.6394
H14 2.8576 -2.7832 0.8746
H15 2.6881 -4.1941 -0.2667
H16 2.1375 -4.3573 1.4839
Pt1 0.3081 -0.9352 0.5968
C7 0.3215 1.2273 -2.4468
C8 -0.9405 1.1957 -1.9966
C9 -2.0371 0.3321 -2.5318
C10 -1.5463 -1.1255 -2.7362
C11 -0.8068 -1.6748 -1.5760
C12 0.5852 -1.5354 -1.4004
C13 1.4485 -1.0281 -2.5922
C14 1.0140 0.2344 -3.3040
C15 0.0860 -1.5112 2.5802
H17 0.8875 2.1234 -2.1878
H18 -1.2839 1.9756 -1.3118
H19 -2.3910 0.7183 -3.4979
H20 -2.8977 0.3321 -1.8292
H21 -2.4375 -1.7715 -2.8481
H22 -0.9546 -1.2368 -3.6565
H23 -1.4533 -2.2007 -0.8847
H24 1.2279 -2.3921 -1.1112
H25 1.4278 -1.9152 -3.2480
H26 2.4940 -0.9730 -2.2478
H27 1.9313 0.7245 -3.6036
H28 0.4808 0.0177 -4.2273
H29 0.6530 -0.7344 3.1621
H30 0.5023 -2.4750 2.8672
H31 -0.9217 -1.4823 3.0429
O1 -2.1515 0.3412 3.0908
C16 -1.4113 1.1901 3.4088
O2 -0.4291 1.6533 2.5223
H32 -1.2169 1.6638 4.4090

(4)
The following is a DFT calculation (the ωB97M-V functional and the def2-TZVPD basis) of C16H32O2S in the gas phase.

Energy relative to the best compared isomer or geometry (same formula, charge and spin) ... 1.7 kcal/mol
SMILES string ... CCCCCCCCCCCCCCSCC(=O)O
2S+1 ... 1
HOMO ... -8.80 eV

Geometry (Å):
C1 -7.4013 -2.7693 0.2724
C2 -6.1261 -2.1984 -0.3365
C3 -5.0018 -2.1139 0.6933
C4 -3.6574 -1.6915 0.0985
C5 -3.6306 -0.2988 -0.5351
C6 -3.8728 0.8252 0.4693
C7 -3.8707 2.2177 -0.1653
C8 -2.5621 2.6257 -0.8445
C9 -1.3649 2.6446 0.1030
C10 -0.1129 3.1788 -0.5887
C11 1.0897 3.3157 0.3467
C12 1.5608 2.0103 0.9903
C13 1.9947 0.9589 -0.0295
C14 2.5942 -0.2513 0.6673
S1 3.0847 -1.5622 -0.5023
C15 4.6858 -0.8998 -1.0993
C16 5.6537 -1.0506 0.0361
O1 5.7604 -0.2810 0.9562
O2 6.3599 -2.1799 -0.0526
H1 -7.2273 -3.7735 0.6534
H2 -8.1939 -2.8172 -0.4710
H3 -7.7419 -2.1463 1.0969
H4 -6.3380 -1.2050 -0.7350
H5 -5.8060 -2.8311 -1.1678
H6 -5.2909 -1.4244 1.4885
H7 -4.8739 -3.0986 1.1510
H8 -2.9024 -1.7299 0.8884
H9 -3.3709 -2.4215 -0.6631
H10 -4.3742 -0.2399 -1.3316
H11 -2.6492 -0.1648 -0.9941
H12 -4.8462 0.6811 0.9419
H13 -3.1187 0.7758 1.2570
H14 -4.1017 2.9499 0.6130
H15 -4.6721 2.2645 -0.9073
H16 -2.3526 1.9534 -1.6785
H17 -2.6963 3.6266 -1.2636
H18 -1.1758 1.6333 0.4623
H19 -1.5966 3.2726 0.9668
H20 0.1423 2.5287 -1.4276
H21 -0.3334 4.1664 -1.0024
H22 0.8352 4.0179 1.1444
H23 1.9201 3.7478 -0.2176
H24 2.4098 2.2367 1.6404
H25 0.7699 1.6001 1.6200
H26 2.7311 1.4009 -0.7049
H27 1.1413 0.6342 -0.6264
H28 3.4765 0.0124 1.2508
H29 1.8621 -0.7236 1.3220
H30 4.5511 0.1416 -1.3820
H31 4.9730 -1.5148 -1.9476
H32 6.9249 -2.2941 0.7281

(5)
The following is a DFT calculation (the ωB97M-V functional and the def2-TZVPD basis) of a molecular structure, C16H32O32S8 at a distorted geometry.

Energy relative to the best compared isomer or geometry (same formula, charge and spin) ... 190.9 kcal/mol
2S+1 ... 1
HOMO ... -10.75 eV

Geometry (Å):
C1 -0.1874 -0.8232 2.6274
C2 0.9421 -1.0423 1.6743
O1 1.3200 0.1516 1.0716
S1 0.3185 1.4127 1.4336
O2 -0.2796 2.0395 0.2194
O3 1.0146 2.2549 2.3893
O4 -0.7397 0.4250 2.2907
H1 0.2266 -0.8551 3.6352
H2 -0.8818 -1.6550 2.5084
H3 0.8105 -1.7327 0.8411
H4 1.7645 -1.4971 2.2264
C3 7.7517 -7.5675 6.4380
C4 9.0048 -7.1842 5.6812
O5 8.9657 -5.7195 5.7641
S2 7.4842 -5.1566 6.3097
O6 6.4533 -5.3445 5.2949
O7 7.6104 -3.8488 6.9759
O8 7.3927 -6.4804 7.2450
H5 7.8725 -8.4500 7.0662
H6 6.8741 -7.8500 5.8566
H7 8.9825 -7.5911 4.6702
H8 9.9187 -7.4278 6.2230
C5 1.4033 0.7970 -9.7922
C6 2.4463 1.7277 -9.3331
O9 1.8724 2.3205 -8.1637
S3 0.5523 1.4801 -7.5784
O10 -0.6503 2.2483 -7.9102
O11 0.7334 1.0585 -6.1302
O12 0.8221 0.2546 -8.5886
H9 1.8895 0.0151 -10.3756
H10 0.6546 1.4509 -10.2393
H11 2.7067 2.5058 -10.0506
H12 3.4245 1.3845 -8.9964
C7 -6.2775 2.5030 -0.7098
C8 -6.5326 3.2021 -2.0898
O13 -7.9061 3.4898 -2.0554
S4 -8.4106 3.8040 -0.4491
O14 -9.8084 3.5119 -0.1294
O15 -7.7507 5.0481 0.0020
O16 -7.4012 2.5438 0.0143
H13 -5.5075 3.0138 -0.1316
H14 -5.9611 1.4774 -0.8999
H15 -6.0573 2.7611 -2.9660
H16 -5.9613 4.1298 -2.1217
C9 0.7996 9.4437 -0.4938
C10 1.2627 8.2772 -1.4643
O17 1.5526 9.0175 -2.6703
S5 0.6469 10.4431 -2.8055
O18 -0.7791 10.0903 -3.0877
O19 1.2522 11.5260 -3.4903
O20 0.7009 10.6424 -1.1414
H17 1.5435 9.5040 0.3006
H18 -0.1240 9.1904 0.0267
H19 0.4482 7.6370 -1.8030
H20 2.2154 7.8424 -1.1622
C11 4.4529 7.5376 5.8404
C12 5.9505 7.6816 5.4373
O21 6.6762 8.4143 6.3967
S6 5.5932 9.1434 7.4204
O22 5.1631 10.4605 6.8619
O23 6.2369 9.1424 8.7512
O24 4.5122 7.8954 7.2283
H21 3.9990 6.5659 5.6461
H22 3.7118 8.1156 5.2884
H23 6.1030 8.1200 4.4511
H24 6.4342 6.7064 5.3806
C13 -0.3329 -10.0875 -1.8379
C14 -0.6894 -8.7428 -2.4857
O25 -0.8858 -7.7684 -1.5125
S7 -0.4935 -8.3695 -0.0736
O26 -1.7105 -8.7007 0.6982
O27 0.4997 -7.6030 0.6473
O28 0.1955 -9.7011 -0.6495
H25 0.5140 -10.6130 -2.2791
H26 -1.2269 -10.7111 -1.8461
H27 -1.5760 -8.8672 -3.1075
H28 -0.0241 -8.4609 -3.3018
C15 -9.4446 -6.2746 -1.9038
C16 -8.4765 -7.3680 -2.0278
O29 -7.4626 -7.0362 -1.1187
S8 -7.6804 -5.6903 -0.2213
O30 -6.4617 -4.8627 -0.4042
O31 -8.1873 -5.9072 1.1203
O32 -8.9228 -5.2458 -1.2643
H29 -10.3729 -6.6583 -1.4807
H30 -9.5499 -5.8387 -2.8973
H31 -8.0139 -7.3820 -3.0146
H32 -8.9489 -8.2933 -1.6979

(6)
The following is a DFT calculation (the ωB97M-V functional and the def2-TZVPD basis) of 9 unconnected molecules or ions with the total composition C16H33BF4N5O3 at a distorted geometry.

Energy relative to the best compared isomer or geometry (same formula, charge and spin) ... 38.4 kcal/mol
Net charge ... -1
2S+1 ... 1
HOMO ... -7.53 eV

Geometry (Å):
B1 -117.3132 -66.8872 6.5927
F1 -117.5701 -67.1788 5.2612
F2 -116.0979 -66.0871 6.6665
F3 -118.3740 -66.2140 7.1756
F4 -117.1755 -68.0906 7.3469
C1 -120.7619 -65.7748 5.0329
C2 -121.7768 -65.5393 4.1174
N1 -122.6726 -65.2780 3.4199
H1 -120.2326 -64.9083 5.4210
H2 -121.0612 -66.5413 5.8076
H3 -120.1094 -66.4037 4.5540
C3 -115.6835 -66.1022 9.7222
C4 -115.8526 -67.0559 10.8788
N2 -116.0347 -67.8552 11.7098
H4 -115.0770 -66.5599 8.9832
H5 -116.6027 -65.7892 9.4972
H6 -115.2710 -65.2662 10.1025
C5 -117.5102 -62.9677 6.9511
C6 -119.0070 -62.6295 6.7639
N3 -120.1733 -62.3711 6.6506
H7 -116.8878 -62.1461 7.2025
H8 -117.5336 -63.5914 7.7221
H9 -117.1298 -63.6031 6.1202
C7 -114.4246 -64.7773 4.0259
C8 -113.0358 -64.0213 4.2661
N4 -112.0958 -63.3823 4.3962
H10 -113.9823 -65.9455 3.8390
H11 -114.8015 -64.8816 4.9791
H12 -114.9585 -64.2958 3.3117
C9 -119.2566 -68.2070 9.9711
C10 -120.6133 -68.7915 9.5307
N5 -121.5724 -69.3491 9.2335
H13 -119.3416 -68.1145 11.0923
H14 -118.5046 -68.8251 9.5890
H15 -119.0661 -67.1824 9.5152
C11 -115.1929 -69.7916 3.8990
C12 -116.5451 -70.1949 4.6340
O1 -116.8992 -71.6030 4.7074
H16 -115.4797 -70.0238 2.8555
H17 -114.6725 -70.5566 4.3005
H18 -115.0191 -68.7062 4.0817
H19 -117.2326 -69.6454 3.9217
H20 -116.7756 -70.1556 5.6269
H21 -117.7059 -71.7865 5.2867
C13 -116.7969 -66.1880 0.4095
C14 -116.9230 -66.9885 1.6601
O2 -117.1975 -66.0894 2.6804
H22 -117.5252 -65.4535 -0.1237
H23 -116.4493 -66.6812 -0.3022
H24 -115.9391 -65.5186 0.5608
H25 -116.1779 -67.6737 1.8067
H26 -117.7822 -67.7149 1.3741
H27 -117.3748 -66.6807 3.5066
C15 -115.5896 -70.7362 9.3954
C16 -114.9648 -70.4881 7.9291
O3 -114.7863 -69.0559 7.7292
H28 -114.9389 -70.1743 10.0448
H29 -115.8674 -71.7704 9.5161
H30 -116.3773 -70.0964 9.3538
H31 -115.6003 -70.9293 7.3667
H32 -114.0717 -70.8021 8.0458
H33 -115.5159 -68.7883 7.2606

(7)
The following is a DFT calculation (the ωB97M-V functional and the def2-TZVPD basis) of 2 unconnected molecules or ions with the total composition C16H33BrCl2NO3P2 at a distorted geometry.

2S+1 ... 2
HOMO ... -8.30 eV
<S²> ... 0.754

Geometry (Å):
C1 -1.1885 0.4937 6.3986
C2 0.2548 -0.0840 6.3968
O1 0.2864 -1.4697 6.6849
C3 -0.2825 -2.2683 5.6722
C4 0.5833 -2.3687 4.3603
P1 -0.4523 -2.6208 2.8181
C5 0.6149 -3.6759 1.6636
Cl1 -0.1437 -5.3067 1.3761
C6 0.9878 -2.9929 0.3158
C7 2.1331 -3.8175 -0.3895
Cl2 -0.4422 -3.0829 -0.8173
P2 -0.7924 -0.7758 1.6949
O2 -2.4577 -0.7969 1.3959
Br1 -0.4297 1.0447 2.9771
H1 -1.7195 0.0911 5.5196
H2 -1.2213 1.5884 6.3525
H3 -1.7054 0.1137 7.2957
H4 0.7924 0.4259 7.2159
H5 0.8191 0.1676 5.4826
H6 -0.3193 -3.2881 6.0885
H7 -1.3318 -2.0143 5.4374
H8 1.1798 -3.2947 4.4701
H9 1.3307 -1.5601 4.2774
H10 1.5647 -3.8901 2.1809
H11 1.3596 -1.9679 0.4218
H12 1.6462 -4.6305 -0.9379
H13 2.6663 -3.1455 -1.0773
H14 2.8248 -4.1895 0.3839
H15 -2.8597 -1.1602 2.1949
C8 0.6264 3.3200 -4.6736
C9 1.0172 2.0211 -3.9257
C10 0.4157 0.8001 -4.6394
C11 -1.0893 0.6504 -4.4298
C12 -1.4316 0.6852 -2.9420
C13 -0.8654 1.9176 -2.2290
N1 0.5826 2.1114 -2.5070
O3 1.2492 1.2181 -1.8205
C14 -1.6635 3.1672 -2.6510
C15 -1.1318 1.7913 -0.7243
C16 2.5462 1.9460 -4.0491
H16 -0.2935 3.2184 -5.2503
H17 0.5099 4.1588 -3.9860
H18 1.3968 3.6222 -5.3838
H19 0.9048 -0.1112 -4.2792
H20 0.6302 0.8582 -5.7097
H21 -1.6325 1.4331 -4.9668
H22 -1.4226 -0.2983 -4.8571
H23 -2.5177 0.6546 -2.8213
H24 -1.0488 -0.2274 -2.4730
H25 -1.2307 4.0725 -2.2219
H26 -2.6923 3.0962 -2.2944
H27 -1.7338 3.3000 -3.7287
H28 -0.7135 0.8789 -0.3036
H29 -2.2047 1.7620 -0.5274
H30 -0.7202 2.6422 -0.1772
H31 3.0220 2.7950 -3.5537
H32 2.8372 1.9643 -5.1003
H33 2.9559 1.0280 -3.6278

(8)
The following is a DFT calculation (the ωB97M-V functional and the def2-TZVPD basis) of a molecular structure, C16H33NO12P2Si2 at a distorted geometry.

2S+1 ... 1
HOMO ... -8.36 eV

Geometry (Å):
C1 4.6940 1.4694 -2.5040
C2 3.2926 1.8788 -3.0007
P1 2.2622 2.4579 -1.5874
C3 2.2048 0.9317 -0.5511
Si1 0.2091 2.5383 -2.4889
C4 -0.1254 1.1944 -3.7617
C5 -0.5507 -0.0950 -3.0442
O1 -1.9708 -0.0702 -2.8716
C6 -2.5386 -0.4137 -1.6877
C7 -1.8198 -1.4073 -0.8047
O2 -3.6397 0.0126 -1.4201
O3 -0.9464 2.3773 -1.3329
Si2 -1.2413 3.4450 -0.0803
P2 0.0536 4.5924 -3.4458
N1 -1.0896 5.4896 -2.8118
H1 4.7101 0.4117 -2.2271
H2 5.4351 1.6106 -3.2953
H3 5.0008 2.0562 -1.6334
H4 2.8253 1.0385 -3.5272
H5 3.3720 2.7043 -3.7179
H6 1.4006 1.0354 0.1850
H7 3.1524 0.8651 -0.0056
H8 2.0516 0.0110 -1.1226
H9 0.7733 1.0027 -4.3604
H10 -0.9314 1.5021 -4.4396
H11 -0.2822 -0.9772 -3.6370
H12 -0.0621 -0.1654 -2.0711
H13 -2.4480 -2.2950 -0.7150
H14 -1.7394 -0.9601 0.1931
H15 -0.8254 -1.6851 -1.1371
H16 -0.0956 4.3695 0.0572
H17 -2.4765 4.2003 -0.3309
H18 -1.3776 2.6231 1.1353
H19 1.3550 5.1295 -3.3887
H20 -0.1161 4.3028 -4.8208
H21 -0.7156 6.3656 -2.4617
C8 -3.7513 2.0340 3.6886
C9 -3.7767 2.5280 5.1257
O4 -2.6295 1.8739 5.6893
C10 -1.7745 1.5734 4.6922
O5 -0.6666 1.1668 4.8356
O6 -2.3540 1.7775 3.4917
H22 -4.0929 2.7637 2.9607
H23 -4.2991 1.1004 3.5557
H24 -3.6312 3.6061 5.1993
H25 -4.6665 2.2396 5.6769
C11 -0.4361 -1.8945 3.8441
C12 -1.2869 -2.9926 4.4565
O7 -1.8451 -3.6243 3.2945
C13 -1.0445 -3.3707 2.2424
O8 -1.1593 -3.8733 1.1685
O9 -0.1047 -2.4619 2.5630
H26 0.4701 -1.6711 4.3973
H27 -0.9854 -0.9708 3.6772
H28 -0.6949 -3.7282 5.0023
H29 -2.0879 -2.6262 5.0915
C14 1.6634 -5.0603 -1.5518
C15 1.7482 -4.6739 -0.0865
O10 2.9098 -5.3962 0.3436
C16 3.6911 -5.6454 -0.7310
O11 4.7950 -6.0755 -0.6844
O12 3.0325 -5.3319 -1.8724
H30 1.2876 -4.2699 -2.1952
H31 1.0788 -5.9677 -1.7090
H32 1.9290 -3.6066 0.0529
H33 0.8812 -4.9689 0.4941